Entry 1:
C44H51N5O4S5Ta as an isolated structure. Source: OMol25; level of theory: the ωB97M-V functional and the def2-TZVPD basis.

Summary:
- Orbital gap: 3.13 eV
- Net charge: +1
- Energy relative to the best compared isomer or geometry (same formula, charge and spin): 11.9 kcal per mole
- Multiplicity: 1
- Energy: -4329.7865 a.u.

The geometry in XYZ format:
```
110
C44H51N5O4S5Ta | OMol25 | the ωB97M-V functional and the def2-TZVPD basis
Ta 0.637 0.668 -0.813
S 2.152 1.946 0.747
S 1.691 1.264 -2.994
S -0.709 -1.560 0.419
S -1.193 -3.664 -8.103
S -1.335 1.407 1.054
O 0.046 -4.259 -8.538
O -2.316 -4.550 -7.903
O -1.504 -2.349 -8.638
O 1.914 -0.547 -0.594
N 0.193 3.531 -0.858
N -0.225 -1.766 -2.502
N -1.309 1.481 -2.615
N -0.806 0.777 3.588
N -0.729 -1.952 3.044
C 1.268 3.356 1.314
C -0.011 0.328 -6.489
C 0.650 -2.667 -4.589
C 1.999 -2.874 3.153
C -2.620 0.961 -2.213
C 0.460 0.939 -4.211
C -1.915 -2.710 -5.646
C 3.279 -3.263 3.506
C -2.205 2.101 5.051
C -0.353 5.093 1.006
C -0.425 -2.241 -3.817
C -4.219 1.924 6.951
C 2.429 -5.369 4.255
C 3.500 -4.516 4.050
C -3.486 1.714 4.679
C 1.213 4.228 -1.657
C 3.745 -1.127 -1.998
C -0.833 -3.144 -6.367
C -1.348 2.960 -2.716
C -0.971 -1.502 4.396
C -1.805 0.682 -4.933
C -1.154 3.713 -1.403
C -1.364 0.341 -6.201
C 1.149 -4.983 3.895
C 0.334 4.000 0.496
C -1.711 -2.272 -4.351
C -0.941 0.334 2.328
C -1.109 2.128 4.015
C -0.123 5.536 2.298
C -4.491 1.628 5.625
C -2.945 2.312 7.326
C -1.938 2.397 6.381
C -0.315 -0.143 4.591
C 0.899 0.616 -5.490
C 1.517 3.822 2.600
C 0.926 -3.738 3.325
C -0.904 0.995 -3.922
C 0.826 4.914 3.091
C -0.772 -1.056 2.042
C 4.028 -0.775 0.472
C 3.085 -1.299 -0.622
C 0.448 -3.139 -5.876
C 2.733 -2.777 -0.365
C -0.458 -3.356 2.854
H 3.605 -3.318 -0.011
H 4.113 -0.110 -2.111
H 0.319 0.075 -7.484
H -0.199 2.578 4.427
H 1.257 -3.511 -6.482
H 1.645 -2.654 -4.174
H 0.323 -5.662 4.045
H -3.425 1.417 -2.797
H -1.364 4.771 -1.613
H -1.872 3.364 -0.658
H -0.676 6.386 2.667
H -1.420 2.701 3.138
H -3.695 1.493 3.642
H 1.309 3.766 -2.638
H 2.175 4.142 -1.153
H -1.059 -1.935 -1.944
H 3.570 -0.875 1.452
H 2.259 3.323 3.204
H 1.960 0.590 -5.678
H 1.830 -1.889 2.739
H -0.545 -2.226 5.090
H 0.776 -0.243 4.510
H -2.051 -1.428 4.583
H -2.073 0.074 -6.967
H -2.732 2.558 8.354
H -2.895 -2.746 -6.091
H -1.072 5.612 0.392
H -2.867 0.691 -4.751
H -5.001 1.852 7.689
H 2.380 -3.259 -1.275
H 4.960 -1.330 0.450
H -0.947 2.712 6.678
H 4.236 0.278 0.294
H -2.312 3.264 -3.140
H 4.571 -1.822 -2.105
H 2.591 -6.336 4.702
H -1.207 -3.938 3.397
H -0.576 3.276 -3.420
H 0.572 -2.221 -2.063
H -2.559 -1.971 -3.756
H -2.647 -0.117 -2.363
H 0.964 5.289 -1.778
H 1.952 -2.849 0.391
H 4.107 -2.590 3.348
H 4.502 -4.826 4.307
H -0.559 -3.592 1.791
H -2.804 1.181 -1.161
H 3.023 -1.326 -2.787
H -0.557 0.256 5.575
H -5.486 1.345 5.322
H 1.022 5.278 4.088
```

Entry 2:
A 4-piece molecular cluster, C18H22BrN4O4S3 overall. Source: OMol25; level of theory: the ωB97M-V functional and the def2-TZVPD basis.

Summary:
- Orbital gap: 8.34 eV
- Net charge: -1
- Multiplicity: 1
- Energy: -4987.5473 a.u.

The geometry in XYZ format:
```
52
C18H22BrN4O4S3 | OMol25 | the ωB97M-V functional and the def2-TZVPD basis
Br 2.403 -3.248 1.003
S 1.014 -1.814 1.993
S 5.736 -1.712 1.080
S 3.169 0.065 1.467
O 0.711 -2.394 3.422
O 3.163 -0.159 -0.093
O -0.344 -1.888 1.218
O 3.472 1.606 1.635
N -4.421 2.150 -2.542
N -3.823 2.175 2.097
N 1.622 -0.200 2.225
N -1.809 -5.502 -2.564
C -2.261 -3.136 -2.724
C -3.149 1.050 1.774
C 4.615 -0.809 2.325
C -1.929 3.444 1.304
C -4.013 4.433 -1.871
C -2.393 -4.443 -3.166
C -1.878 1.045 1.222
C -1.259 2.267 0.983
C -3.196 3.347 1.855
C -1.062 -5.240 -1.470
C 7.450 -1.024 1.439
C -4.649 2.605 -3.793
C 8.152 -1.650 2.794
C -4.576 3.942 -4.153
C -1.487 -2.899 -1.593
C -0.875 -3.970 -0.950
C -4.106 3.075 -1.610
C -4.252 4.870 -3.170
H 5.288 -0.007 2.896
H -4.767 4.250 -5.174
H 4.239 -1.587 3.148
H -4.186 5.927 -3.413
H -0.602 -6.108 -1.005
H -2.750 -2.323 -3.248
H 7.389 0.151 1.428
H -0.265 -3.818 -0.066
H -1.474 4.412 1.129
H -4.902 1.842 -4.524
H 8.149 -1.350 0.534
H -3.758 4.237 2.126
H 8.093 -0.885 3.704
H -3.675 0.122 1.976
H 9.289 -1.874 2.598
H -3.925 2.683 -0.613
H -3.758 5.131 -1.082
H 7.592 -2.635 3.169
H -0.264 2.303 0.551
H -2.989 -4.679 -4.042
H -1.383 0.110 0.985
H -1.361 -1.888 -1.216
```